ORCA calculation (wB97M-V/def2-TZVPD) on a structure of composition C5H7NO.

Geometry (Å):
1 O -0.4559 2.3094 -0.2404
2 C -1.2436 1.4575 0.1306
3 N -0.9919 0.5492 1.1454
4 C -0.4139 -1.1128 0.4993
5 C 0.9047 -1.4702 -0.2294
6 C 1.1474 -0.1287 -0.6964
7 C 1.1590 1.0172 -1.0524
8 H -2.2062 1.3243 -0.3870
9 H -0.1801 0.9416 1.6299
10 H -1.2714 -1.3423 -0.1204
11 H -0.4397 -1.4328 1.5171
12 H 1.7146 -1.8541 0.4127
13 H 0.8284 -2.1756 -1.0866
14 H 1.4485 1.9172 -1.5224

As for the HOMO energy: -9.01 eV. The lowest unoccupied orbital energy comes out at 0.570 eV.

***

ORCA calculation (wB97M-V/def2-TZVPD) on a cluster of 2 separate species, C5H8O in total.

Geometry (Å):
1 C 1.6358 0.8702 -1.5051
2 C 1.0784 -0.0296 0.5944
3 C -0.1929 -0.1910 0.2035
4 C -0.5930 -1.4075 -0.4462
5 C -1.1644 0.9214 0.5721
6 O 2.6751 1.2788 -1.2634
7 H 1.9100 -0.7167 0.6275
8 H 1.1198 0.9140 1.1406
9 H -0.5494 -2.4123 0.1584
10 H 0.0448 -1.6466 -1.3145
11 H -1.6256 -1.2882 -0.7232
12 H -1.7089 0.7482 1.5653
13 H -1.9157 0.9421 -0.1606
14 H -0.7140 2.0172 0.5513

As for the HOMO energy (spin up / spin down): -5.23 / -12.16 eV. The multiplicity is 3. The lowest unoccupied orbital energy (spin up / spin down) comes out at 1.073 / -1.796 eV.

***

ORCA calculation (wB97M-V/def2-TZVPD) on a cluster of 14 separate species, ClH26O17 in total.

Geometry (Å):
1 Cl 0.4622 1.0041 -0.3757
2 O 0.4568 1.2144 1.1223
3 O -0.0123 -0.4175 -0.6422
4 O -0.4481 2.0335 -0.9783
5 O 1.8752 1.2257 -0.9529
6 O -1.9149 2.3367 1.8236
7 H -2.5555 2.3054 1.1395
8 H -1.1162 2.1729 1.3451
9 O 0.6802 1.6037 3.8831
10 H 0.6875 1.4112 2.9304
11 H 0.4283 2.5529 3.8774
12 O 2.8995 -1.2577 -0.7729
13 H 2.3107 -0.5145 -0.9274
14 H 2.5463 -1.5986 0.0490
15 O -2.5068 0.4717 -2.2640
16 H -1.6965 0.8594 -1.9407
17 H -2.2958 -0.4298 -2.6813
18 O -3.6566 2.1986 -0.3289
19 H -4.5744 2.2187 -0.5981
20 H -3.2292 1.5898 -0.9368
21 O 3.7608 1.4278 1.1704
22 H 3.2467 0.7808 1.6235
23 H 3.2502 1.4931 0.3541
24 O -0.9727 -3.0231 0.3160
25 H -1.5467 -2.3194 0.1877
26 H -0.8916 -3.4690 -0.5263
27 O 1.6937 -2.9309 0.8425
28 H 1.8633 -3.4241 1.6205
29 H 0.7365 -2.6955 0.8536
30 O 2.5179 -0.5286 2.3735
31 H 3.1270 -1.2266 2.3435
32 H 1.6547 -0.9737 2.3220
33 O -1.6449 -1.8198 -3.1657
34 H -0.7259 -1.9222 -2.9250
35 H -1.7440 -2.4658 -3.8705
36 O 0.9184 -2.5198 -2.3284
37 H 1.5286 -3.1507 -2.7397
38 H 1.4885 -2.0590 -1.7861
39 O -3.0571 -0.7908 0.0118
40 H -3.9727 -0.8036 -0.3344
41 H -2.5973 -0.2506 -0.6069
42 O 0.8113 4.2046 0.4724
43 H 0.7755 3.5062 -0.1410
44 H 1.4395 3.9802 1.1614

As for the net charge: -1. As for the HOMO energy: -7.00 eV. The lowest unoccupied orbital energy comes out at 2.287 eV.

***

ORCA calculation (wB97M-V/def2-TZVPD) on the ion C5H11BNO with charge +1.

Geometry (Å):
1 C -2.3148 -1.0743 0.8562
2 B -0.8521 -0.8179 0.2213
3 O -0.1645 -1.9922 -0.2416
4 C -0.2208 0.6623 0.1488
5 C 1.0850 0.8786 1.0291
6 C 2.0654 0.0936 0.0833
7 N 1.6759 0.2943 -1.1401
8 C 0.4421 1.1348 -1.2092
9 H -2.3955 -2.1078 1.2607
10 H -3.0923 -0.9997 0.0503
11 H -2.5268 -0.3577 1.6850
12 H -0.4396 -2.1957 -1.1437
13 H -0.9832 1.4531 0.3378
14 H 1.3247 1.9653 0.9590
15 H 0.9506 0.5205 2.0668
16 H 2.9361 -0.5277 0.3815
17 H 2.0907 -0.0440 -2.0046
18 H -0.2535 0.8928 -2.0407
19 H 0.6727 2.2217 -1.2998

As for the net charge: +1. As for the HOMO energy: -13.99 eV. The structure (SMILES) is CB(O)[C@H]1CC=[NH+]C1. The lowest unoccupied orbital energy comes out at -4.741 eV.

***

ORCA calculation (wB97M-V/def2-TZVPD) on a structure of composition C3H6.

Geometry (Å):
1 C -0.6034 0.5378 0.7883
2 C 0.0978 -0.6104 0.2802
3 C 0.6414 -0.3073 -0.9501
4 H 0.0038 -1.6082 0.6982
5 H -1.6132 0.6601 0.4064
6 H -0.5222 0.7620 1.8530
7 H -0.1633 1.1232 -0.3362
8 H 0.8188 -1.0719 -1.7025
9 H 1.3403 0.5148 -1.0373

As for the HOMO energy: -9.15 eV. The lowest unoccupied orbital energy comes out at 1.126 eV.

***

ORCA calculation (wB97M-V/def2-TZVPD) on a structure of composition C19H34F6OP2Pd.

Geometry (Å):
1 P 2.0540 1.7594 1.0498
2 P 2.4578 -1.5858 -0.9993
3 C 3.4374 0.5655 0.7628
4 C 3.4443 -0.0715 -0.6447
5 H 3.5000 -0.1852 1.5775
6 H 4.3339 1.2078 0.8374
7 H 3.1757 0.6523 -1.4337
8 H 4.4925 -0.3632 -0.8452
9 C 3.4125 -2.9620 -0.2264
10 H 2.7646 -3.8152 0.0403
11 H 3.8888 -2.6030 0.6990
12 H 4.1927 -3.3130 -0.9228
13 C 2.7089 -1.8364 -2.8003
14 H 3.6436 -2.3915 -2.9763
15 H 2.7893 -0.8553 -3.2963
16 H 1.8772 -2.3950 -3.2622
17 C 2.1788 2.4806 2.6809
18 H 1.3470 3.1760 2.8551
19 H 3.1223 3.0381 2.7530
20 H 2.1640 1.7107 3.4612
21 C 2.5066 3.0179 -0.1679
22 H 2.6078 2.5847 -1.1747
23 H 3.4984 3.4056 0.1264
24 H 1.7848 3.8452 -0.1999
25 Pd -1.6076 2.1238 -0.2567
26 C 0.7482 -2.2754 -0.7331
27 C 0.3781 -2.3856 0.6472
28 C 0.8619 -1.5832 1.7435
29 C 0.0035 -0.3096 1.7209
30 C 0.5321 0.8260 0.8055
31 C 0.1867 0.9425 -0.6826
32 C -0.1125 -0.0427 -1.7880
33 C -0.3779 -1.5144 -1.4951
34 C -2.6587 3.1421 1.0530
35 H 0.7362 -3.2958 -1.1651
36 H -0.5449 -2.9206 0.8469
37 H 1.9281 -1.3121 1.7061
38 H 0.6900 -2.1368 2.6913
39 H -1.0315 -0.5220 1.3914
40 H -0.1008 0.0932 2.7505
41 H -0.0897 1.6819 1.2386
42 H 0.6360 1.8377 -1.1719
43 H 0.6882 0.0697 -2.5583
44 H -1.0229 0.3302 -2.3098
45 H -1.3156 -1.6161 -0.9434
46 H -0.5269 -2.0430 -2.4520
47 H -3.6247 3.3536 0.5488
48 H -2.0875 4.0827 1.0924
49 H -2.7995 2.6949 2.0500
50 C -4.4269 0.2803 1.1586
51 C -3.8922 -0.1222 -0.2204
52 O -2.6155 0.1746 -0.4708
53 C -4.0139 -1.7220 -0.2924
54 F -5.2771 -2.1862 -0.0763
55 F -3.5800 -2.2432 -1.4684
56 F -3.2211 -2.2569 0.6951
57 C -4.8412 0.5085 -1.3489
58 F -6.1603 0.2209 -1.1418
59 F -4.7210 1.8699 -1.3329
60 F -4.5064 0.0929 -2.5942
61 H -3.8221 -0.2319 1.9192
62 H -5.4767 -0.0330 1.2440
63 H -4.3172 1.3605 1.3054

As for the HOMO energy (spin up / spin down): -4.55 / -4.67 eV. The multiplicity is 3. The lowest unoccupied orbital energy (spin up / spin down) comes out at -0.500 / -0.520 eV.

***

Short version: relative energy (zero: lowest compared OMol25 entry of this formula, charge and spin) = 4.903 0.000 0.886 0.000 2.693 4.507 eV, in the order given.